ORCA calculation (ωB97M-V with the def2-TZVPD basis set) on a molecular structure, C24H31ClN3S2SbW.

Results
Energy above the lowest of the compared OMol25 structures with the same formula, charge and spin (kcal per mole): 3.0
Orbital gap (eV): 5.83
Charge: +2

Geometry as XYZ:
```
63
C24H31ClN3S2SbW ωB97M-V with the def2-TZVPD basis set
W -1.2232 0.2454 -1.1995
S -1.8966 1.3977 0.6837
C -3.4744 0.9284 1.2111
C -4.0999 1.5210 2.3103
C -5.3581 1.0833 2.6628
C -5.9880 0.0583 1.9484
C -5.3698 -0.5412 0.8721
C -4.0985 -0.0983 0.4978
S -3.2415 -0.8117 -0.8271
H -3.6099 2.3104 2.8631
H -5.8650 1.5376 3.5026
H -6.9731 -0.2717 2.2468
H -5.8560 -1.3385 0.3266
N -0.1491 -4.2828 -5.9399
C -0.3932 -3.7322 -4.9608
N -0.6528 -3.1068 -3.8377
C -0.7893 -2.1565 -3.1452
N -0.9164 -1.2284 -2.3555
Cl -1.6171 4.3182 -0.8084
C -0.2812 3.4371 -1.4184
C 1.0021 3.9131 -1.1923
C 2.0945 3.2702 -1.7554
C 1.9327 2.1226 -2.5234
C 0.6561 1.6441 -2.7645
C -0.4901 2.3043 -2.2462
C -1.8037 1.7581 -2.5647
H 1.1340 4.8114 -0.6051
H 3.0826 3.6820 -1.5992
H 2.7882 1.6389 -2.9745
H 0.5116 0.8271 -3.4657
H -1.8928 1.2995 -3.5501
H -2.6764 2.3310 -2.2740
C 2.0335 1.9164 2.0587
C 2.5697 0.6959 1.3190
C 3.7757 1.0017 0.4502
Sb 0.9512 -0.4209 0.4583
C 1.8302 -2.1153 -0.5439
C 2.7928 -2.8436 0.3914
C 2.4970 -1.7415 -1.8625
C 0.0137 -1.1980 2.2319
C -0.8274 -2.4230 1.8915
C 0.9780 -1.4829 3.3775
H 2.8278 2.3656 2.6560
H 1.2131 1.6710 2.7366
H 1.6751 2.6754 1.3622
H 2.8798 -0.0538 2.0565
H 3.5708 1.7668 -0.2945
H 4.1644 0.1209 -0.0596
H 4.5731 1.3787 1.0935
H 0.9670 -2.7611 -0.7413
H 3.5971 -2.1932 0.7389
H 3.2639 -3.6713 -0.1420
H 2.2877 -3.2634 1.2622
H 3.4447 -1.2281 -1.6990
H 1.8794 -1.0973 -2.4943
H 2.7239 -2.6470 -2.4276
H -0.6481 -0.3768 2.5252
H -0.2060 -3.2635 1.5742
H -1.5632 -2.2288 1.1071
H -1.3729 -2.7459 2.7791
H 1.6743 -2.2908 3.1429
H 0.3964 -1.8064 4.2430
H 1.5513 -0.6109 3.6912
```

ORCA calculation (ωB97M-V with the def2-TZVPD basis set) on 3 unconnected molecules or ions with the total composition C3H11NO3.

Results
Energy above the lowest of the compared OMol25 structures with the same formula, charge and spin (kcal per mole): 41.6
Orbital gap (eV): 10.16

Geometry as XYZ:
```
18
C3H11NO3 ωB97M-V with the def2-TZVPD basis set
C -2.0684 0.3807 -1.0636
N -0.6913 0.0733 -0.6587
C -0.3467 0.3433 0.7149
C 0.7650 -0.5460 1.2340
O 1.3877 -0.2751 2.2280
H -2.2234 0.0894 -2.0992
H -2.3484 1.4229 -0.8732
H -2.7269 -0.2011 -0.4236
H -0.0640 0.5813 -1.2745
H 0.1463 1.3304 0.7795
H -1.1621 0.4948 1.4148
H 1.0393 -1.3863 0.5693
O 2.7048 2.2167 0.8635
H 3.4980 1.8121 0.4983
H 2.5413 1.7298 1.6855
O 0.1883 -2.7756 -1.3653
H -0.3594 -3.3686 -0.8436
H -0.2802 -1.9220 -1.3863
```

What is the energy above the lowest of the compared OMol25 structures with the same formula, charge and spin in the second record? 41.6 kcal per mole

The highest energy above the lowest of the compared OMol25 structures with the same formula, charge and spin belongs to which entry? C3H11NO3